[1]
Below is a structure of composition C33H48BCaF4O27 at a distorted geometry, with properties calculated with ωB97M-V with the def2-TZVPD basis set.

Geometry (Å):
1 Ca -2.5835 0.5392 -0.2854
2 B -0.0468 0.6970 0.0428
3 F 1.2531 0.9888 0.3399
4 F -0.6935 1.8083 -0.2985
5 F -0.2861 -0.1305 -1.0021
6 F -0.7422 0.1941 1.0966
7 C 1.0337 1.2403 3.5865
8 C 0.8447 -0.2543 3.5424
9 O 1.6084 -0.6146 4.7168
10 C 1.7743 0.4369 5.4627
11 O 2.3931 0.3814 6.5057
12 O 1.3070 1.5495 4.8686
13 H 0.1341 1.7519 3.2441
14 H 1.8112 1.5438 2.8855
15 H 1.0538 -0.7409 2.5897
16 H -0.2173 -0.4719 3.6560
17 C -0.5048 1.6086 -5.5743
18 C -0.5800 0.1036 -5.6677
19 O -1.4702 -0.2740 -4.6611
20 C -1.6947 0.6439 -3.8071
21 O -2.4667 0.5599 -2.8587
22 O -1.0580 1.7735 -4.2545
23 H -1.1357 2.1586 -6.2725
24 H 0.5471 1.8923 -5.6100
25 H 0.4385 -0.2457 -5.4980
26 H -0.9783 -0.3087 -6.5948
27 C -2.5933 5.7551 -2.3853
28 C -1.4659 4.7436 -2.1880
29 O -0.9703 5.0957 -0.8854
30 C -1.7959 5.8576 -0.2459
31 O -1.6845 6.1605 0.9105
32 O -2.7080 6.4179 -1.1322
33 H -3.5682 5.3765 -2.6922
34 H -2.2232 6.5077 -3.0815
35 H -0.8088 4.8322 -3.0531
36 H -1.8940 3.7414 -2.1721
37 C 4.7478 2.0914 -1.9147
38 C 3.2778 2.1521 -2.2190
39 C 2.3902 3.2885 -1.6398
40 O 1.9435 3.9889 -2.7239
41 C 2.5685 3.5470 -3.8568
42 O 2.5694 3.9504 -4.9828
43 O 3.2480 2.4532 -3.5885
44 H 5.1576 3.0639 -2.1874
45 H 5.1466 1.3641 -2.6219
46 H 4.8681 1.8069 -0.8693
47 H 2.7730 1.1873 -2.1696
48 H 2.9201 4.0043 -1.0114
49 H 1.5335 2.7753 -1.2029
50 C -1.5894 -2.5449 5.3097
51 C -2.3307 -3.0669 4.0701
52 C -3.8222 -2.9869 4.2379
53 O -4.2970 -2.0415 3.2824
54 C -3.2942 -1.6736 2.4953
55 O -3.3566 -0.8892 1.5956
56 O -2.1283 -2.1083 3.0233
57 H -1.8051 -2.9197 6.3102
58 H -1.7300 -1.4808 5.4994
59 H -0.5295 -2.7320 5.1369
60 H -2.0677 -4.0331 3.6394
61 H -4.0234 -2.5646 5.2224
62 H -4.1856 -4.0144 4.2525
63 C -3.7897 2.5074 5.7303
64 C -3.8627 3.2214 4.3312
65 C -2.7129 4.2607 4.1469
66 O -2.1801 3.9046 2.9743
67 C -2.7930 2.7938 2.4125
68 O -2.5195 2.2802 1.3610
69 O -3.7976 2.3515 3.2519
70 H -3.9134 3.1814 6.5780
71 H -2.7586 2.1856 5.8768
72 H -4.5398 1.7208 5.8123
73 H -4.7581 3.8279 4.1944
74 H -1.9057 4.2201 4.8783
75 H -3.1329 5.2659 4.1132
76 C -3.8941 -5.8404 -2.6331
77 C -2.7411 -4.9581 -2.1655
78 C -2.0323 -4.2631 -3.2809
79 O -1.6722 -3.0902 -2.7480
80 C -2.4552 -2.8613 -1.6753
81 O -2.4566 -1.7974 -1.0374
82 O -3.2049 -3.9180 -1.4282
83 H -4.5124 -6.3629 -1.9032
84 H -3.6111 -6.5402 -3.4194
85 H -4.4884 -5.1548 -3.2371
86 H -2.0097 -5.5361 -1.6006
87 H -2.7947 -4.1292 -4.0484
88 H -1.3119 -4.9199 -3.7685
89 C 5.6365 -0.6477 3.0601
90 C 5.1409 -1.4180 1.8118
91 C 3.8475 -0.9141 1.2773
92 O 4.0746 -0.6766 -0.1327
93 C 5.2491 -0.9917 -0.4576
94 O 5.6673 -1.0708 -1.6200
95 O 5.9773 -1.3676 0.6561
96 H 6.6927 -0.7158 3.3208
97 H 5.0712 -0.8433 3.9712
98 H 5.5719 0.4181 2.8411
99 H 4.9674 -2.4906 1.8976
100 H 3.6855 0.0486 1.7622
101 H 3.0208 -1.5793 1.5268
102 C 1.4892 -1.9116 -3.2804
103 C 1.8780 -3.3993 -3.4819
104 C 3.3380 -3.6931 -3.1092
105 O 3.0335 -4.9535 -2.4378
106 C 1.7970 -5.0799 -2.0770
107 O 1.2905 -5.9101 -1.3537
108 O 1.1453 -4.0159 -2.4424
109 H 0.5060 -1.7491 -3.7220
110 H 2.1372 -1.2234 -3.8232
111 H 1.4677 -1.6181 -2.2308
112 H 1.5090 -3.8019 -4.4252
113 H 3.7539 -2.8776 -2.5175
114 H 3.8872 -3.8031 -4.0442

* gap between HOMO and LUMO: 9.966 eV
* LUMO level: -2.631 eV
* charge: +1
* HOMO: -12.597 eV
* total energy: -4419.8459 Ha



[2]
Below is a cluster of 7 separate species, C33H48BN2O14 in total, with properties calculated with ωB97M-V with the def2-TZVPD basis set.

Geometry (Å):
1 C 3.8475 -1.3235 1.1011
2 C 2.9009 -0.8419 0.5551
3 C 1.6666 -0.4746 -0.0604
4 N 0.6471 -1.2984 0.1371
5 N -0.4914 -0.9708 -0.4166
6 C -1.6372 -1.8694 -0.1602
7 B -2.6377 -1.0792 0.8175
8 O -3.9790 -1.1736 0.6660
9 O -2.0942 -0.2548 1.8027
10 C -0.6901 0.1016 -1.1747
11 C 0.3618 0.9807 -1.3967
12 C 1.5962 0.7111 -0.8376
13 C 2.7911 1.6128 -1.0041
14 C 2.4038 3.0802 -1.1788
15 H 4.7428 -1.6170 1.5933
16 H -2.1189 -2.1042 -1.1021
17 H -1.2902 -2.7813 0.3177
18 H -4.3576 -0.2865 0.7483
19 H -1.8887 0.6019 1.4060
20 H -1.6694 0.2850 -1.5915
21 H 0.1829 1.8599 -1.9906
22 H 3.3902 1.2397 -1.8344
23 H 3.3786 1.5039 -0.0964
24 H 3.3046 3.6798 -1.2430
25 H 1.7623 3.2616 -2.0333
26 H 1.8591 3.4225 -0.3000
27 O -3.5179 2.0964 -0.3729
28 C -3.5821 2.6751 -1.4242
29 O -3.4497 2.0308 -2.6018
30 C -3.4516 2.9861 -3.6897
31 C -4.1397 4.2233 -3.1290
32 C -3.7490 4.1550 -1.6521
33 H -2.4153 3.1812 -3.9723
34 H -3.9718 2.5546 -4.5401
35 H -3.8391 5.1398 -3.6304
36 H -5.2213 4.1273 -3.2263
37 H -2.7895 4.6367 -1.4536
38 H -4.5134 4.5654 -0.9992
39 O 3.6017 -4.5165 -4.9643
40 C 3.2953 -4.2489 -3.8448
41 O 4.1693 -3.7179 -2.9480
42 C 3.5495 -3.5990 -1.6597
43 C 2.0496 -3.5806 -1.9357
44 C 1.9457 -4.4606 -3.1793
45 H 3.8432 -4.4552 -1.0484
46 H 3.8835 -2.6895 -1.1722
47 H 1.4536 -3.9267 -1.0916
48 H 1.7311 -2.5628 -2.1798
49 H 1.8438 -5.5169 -2.9280
50 H 1.1406 -4.1596 -3.8426
51 O -2.1901 -5.8494 -0.9159
52 C -2.4863 -5.5816 0.2104
53 O -1.5778 -5.1165 1.1055
54 C -2.1861 -4.9817 2.4076
55 C -3.6810 -4.8673 2.1348
56 C -3.8406 -5.7213 0.8766
57 H -1.9351 -5.8641 2.9979
58 H -1.7760 -4.1038 2.9011
59 H -4.2937 -5.1895 2.9734
60 H -3.9398 -3.8307 1.9095
61 H -4.0038 -6.7737 1.1119
62 H -4.6281 -5.3621 0.2209
63 O 1.7905 -5.9809 3.2645
64 C 2.0213 -6.5825 2.2587
65 O 2.9464 -6.1710 1.3561
66 C 2.9244 -7.0304 0.2035
67 C 2.3022 -8.3358 0.6693
68 C 1.3415 -7.8386 1.7523
69 H 2.3210 -6.5502 -0.5723
70 H 3.9389 -7.1555 -0.1683
71 H 1.8252 -8.8919 -0.1345
72 H 3.0614 -8.9785 1.1160
73 H 0.3717 -7.5556 1.3388
74 H 1.2126 -8.5617 2.5521
75 O -1.1187 4.7435 0.8303
76 C -0.7423 4.6092 1.9608
77 O -0.8551 5.5748 2.8948
78 C -0.2093 5.1562 4.1175
79 C -0.1693 3.6379 4.0525
80 C -0.0433 3.3970 2.5521
81 H 0.7874 5.6001 4.1470
82 H -0.7845 5.5248 4.9621
83 H 0.6333 3.2046 4.6448
84 H -1.1124 3.2257 4.4127
85 H 0.9977 3.4020 2.2228
86 H -0.5341 2.4797 2.2360
87 O 3.5337 8.1459 -1.2065
88 C 2.4718 8.1969 -0.6644
89 O 2.2056 7.5315 0.4883
90 C 0.8193 7.6877 0.8428
91 C 0.3631 8.9546 0.1322
92 C 1.2283 8.9353 -1.1274
93 H 0.2759 6.8033 0.5066
94 H 0.7313 7.7647 1.9238
95 H -0.7073 8.9751 -0.0611
96 H 0.6122 9.8281 0.7357
97 H 0.7665 8.3628 -1.9331
98 H 1.4839 9.9303 -1.4788

* gap between HOMO and LUMO: 7.770 eV
* LUMO level: -4.083 eV
* charge: +1
* HOMO: -11.853 eV
* total energy: -2473.8519 Ha



[3]
Below is a structure of composition C33H48FN6O4SSiZn, with properties calculated with ωB97M-V with the def2-TZVPD basis set.

Geometry (Å):
1 Zn 0.2308 -0.1210 -0.0040
2 C -1.1044 0.9561 3.2107
3 Si -0.6268 -0.8530 3.1394
4 C 0.5473 -1.0336 4.6102
5 C -2.1870 -1.8449 3.5558
6 N 0.1411 -1.2836 1.6559
7 C 0.9571 -2.3967 1.7524
8 C 0.6199 -3.5626 2.4701
9 C 1.4907 -4.6303 2.6284
10 C 2.7511 -4.6090 2.0491
11 C 3.1034 -3.5037 1.2829
12 C 2.2130 -2.4660 1.1356
13 F 2.5743 -1.4315 0.3340
14 H -1.2672 1.2225 4.2587
15 H -2.0274 1.1705 2.6744
16 H -0.3071 1.5911 2.8173
17 H -0.0202 -1.0250 5.5460
18 H 1.2357 -0.1840 4.6233
19 H 1.1441 -1.9463 4.5862
20 H -2.9108 -1.2018 4.0649
21 H -1.9648 -2.6818 4.2235
22 H -2.6671 -2.2481 2.6617
23 H -0.3695 -3.6215 2.9066
24 H 1.1739 -5.4926 3.2030
25 H 3.4418 -5.4312 2.1802
26 H 4.0617 -3.4392 0.7831
27 C 5.8210 1.0169 3.0189
28 C 4.3882 1.4049 3.3898
29 C 3.5153 1.5708 2.1897
30 N 2.4973 0.8406 1.9399
31 N 1.8577 1.1637 0.7739
32 C 2.4173 2.1567 0.1401
33 N 1.9998 2.6279 -1.0498
34 S 3.8298 2.7636 0.9412
35 H 6.4251 0.8775 3.9155
36 H 6.2931 1.7878 2.4076
37 H 5.8250 0.0864 2.4508
38 H 4.3900 2.3238 3.9807
39 H 3.9269 0.6198 3.9893
40 H 1.0935 2.2759 -1.3324
41 H 2.1643 3.5994 -1.2478
42 C 1.4712 -3.7185 -1.9044
43 C 0.0274 -3.3902 -2.2993
44 C -0.9305 -3.1340 -1.1425
45 C 0.0437 -2.3153 -3.3715
46 C -0.1022 -2.8212 -4.6627
47 C -0.0183 -2.0419 -5.7993
48 C 0.1924 -0.6907 -5.6090
49 C 0.3140 -0.1251 -4.3450
50 C 0.5306 1.3719 -4.3398
51 C 1.9808 1.7161 -3.9777
52 C -0.4755 2.1300 -3.4897
53 C 0.2884 -0.9216 -3.1603
54 O 0.5539 -0.3500 -1.9916
55 H 1.5107 -4.4461 -1.0913
56 H 2.0038 -2.8189 -1.6021
57 H 1.9889 -4.1376 -2.7704
58 H -0.3587 -4.2872 -2.7922
59 H -0.7179 -2.2084 -0.6208
60 H -0.8914 -3.9484 -0.4161
61 H -1.9522 -3.0572 -1.5210
62 H -0.2764 -3.8869 -4.7705
63 H -0.1172 -2.4675 -6.7899
64 H 0.2536 -0.0343 -6.4718
65 H 0.3611 1.7004 -5.3694
66 H 2.2798 1.1752 -3.0791
67 H 2.1033 2.7901 -3.8022
68 H 2.6557 1.4229 -4.7846
69 H -0.3158 1.9475 -2.4308
70 H -1.4936 1.8085 -3.7195
71 H -0.3922 3.1971 -3.6971
72 C -2.8433 4.1300 -1.4899
73 C -3.7357 2.9261 -1.2131
74 C -3.4296 2.0645 0.0435
75 C -4.5719 1.0523 0.1892
76 C -4.5592 0.2300 1.4712
77 C -3.3963 3.0709 1.1816
78 O -4.3882 3.4501 1.7719
79 N -2.1650 3.6231 1.3973
80 C -0.9407 3.2094 0.8147
81 O 0.0358 3.9147 1.0056
82 N -0.9295 2.0305 0.1444
83 C -2.0744 1.3608 -0.0551
84 O -2.0068 0.1540 -0.3340
85 H -3.1339 4.5775 -2.4419
86 H -1.7940 3.8618 -1.5534
87 H -2.9517 4.8942 -0.7186
88 H -3.7495 2.2465 -2.0691
89 H -4.7562 3.2895 -1.0709
90 H -4.5095 0.3834 -0.6703
91 H -5.5112 1.6037 0.1211
92 H -3.6114 -0.2886 1.5894
93 H -5.3448 -0.5270 1.4403
94 H -4.7334 0.8616 2.3429
95 H -2.0950 4.3740 2.0681

* gap between HOMO and LUMO: 6.817 eV
* LUMO level: 2.232 eV
* charge: -1
* HOMO: -4.584 eV
* total energy: -4482.9383 Ha



[4]
Below is a cluster of 11 separate species, C33H48O33 in total at a distorted geometry, with properties calculated with ωB97M-V with the def2-TZVPD basis set.

Geometry (Å):
1 C -4.5652 3.6047 -0.5098
2 O -4.2493 4.6354 -1.4708
3 C -3.1899 4.4999 -2.2334
4 O -2.4424 3.4945 -2.2014
5 O -3.0790 5.6325 -3.0112
6 C -2.0229 5.6765 -3.9794
7 H -3.6378 3.1764 -0.1297
8 H -5.0077 2.8306 -1.1367
9 H -5.3151 3.8592 0.2391
10 H -2.0128 6.6843 -4.3944
11 H -2.1007 4.9678 -4.8039
12 H -1.0547 5.4091 -3.5563
13 C -1.8482 6.6937 3.7507
14 O -0.7294 5.7940 3.7947
15 C -0.0336 5.6259 4.9543
16 O -0.0066 6.4383 5.9231
17 O 0.9072 4.5636 4.7813
18 C 1.6512 4.1831 5.8849
19 H -2.1934 6.8578 2.7299
20 H -1.6169 7.6800 4.1529
21 H -2.6704 6.1825 4.2514
22 H 2.6205 3.8642 5.5017
23 H 1.3034 3.3678 6.5193
24 H 1.8198 5.0406 6.5363
25 O 1.2611 -2.6422 11.6300
26 C 1.5052 -2.9758 10.4879
27 O 1.2255 -2.2353 9.4134
28 C 1.2073 -3.0572 8.3123
29 C 1.8380 -4.3639 8.6956
30 O 2.0824 -4.1185 10.0946
31 H 0.2158 -3.2886 7.9231
32 H 1.8168 -2.5985 7.5337
33 H 2.6744 -4.5758 8.0294
34 H 1.1042 -5.1639 8.5979
35 O -4.1034 0.8933 5.6611
36 C -5.1031 0.4652 6.2806
37 O -5.0203 -0.5146 7.1732
38 C -6.3433 -0.9878 7.5508
39 C -7.2191 0.1543 7.1137
40 O -6.3790 0.7867 6.1709
41 H -6.6173 -1.9146 7.0469
42 H -6.4158 -1.2469 8.6071
43 H -7.4810 0.7486 7.9891
44 H -8.1503 -0.1821 6.6578
45 O 1.9037 -3.7418 -4.7021
46 C 3.0051 -3.6078 -5.2457
47 O 3.2673 -3.8698 -6.4962
48 C 4.6394 -3.6640 -6.7410
49 C 5.1843 -3.1660 -5.4289
50 O 4.1399 -3.3003 -4.5224
51 H 5.1307 -4.6159 -6.9425
52 H 4.7105 -2.9337 -7.5470
53 H 5.3590 -2.1078 -5.6234
54 H 6.1851 -3.5617 -5.2556
55 O 2.1413 -3.9071 2.6007
56 C 1.9741 -2.8972 1.9367
57 O 1.4932 -2.8202 0.7232
58 C 1.2733 -1.4639 0.2730
59 C 1.5051 -0.6323 1.5400
60 O 2.0777 -1.6181 2.4315
61 H 2.1227 -1.2038 -0.3586
62 H 0.3257 -1.3345 -0.2499
63 H 0.5401 -0.3046 1.9266
64 H 2.2035 0.2000 1.4524
65 O 4.1136 2.3025 -5.4217
66 C 4.4545 2.9508 -6.4127
67 O 4.0632 4.1823 -6.7911
68 C 4.6297 4.4702 -8.1037
69 C 5.6059 3.3794 -8.3616
70 O 5.4337 2.4703 -7.2396
71 H 3.9474 4.5686 -8.9480
72 H 5.0474 5.4616 -7.9282
73 H 6.6189 3.7514 -8.5148
74 H 5.3011 2.6699 -9.1310
75 O -0.9168 1.7515 -9.5090
76 C -1.5354 0.9865 -8.7982
77 O -2.3358 0.0503 -9.1985
78 C -2.8198 -0.7529 -8.1020
79 C -2.4455 0.1175 -6.8828
80 O -1.5587 1.0770 -7.4363
81 H -3.8791 -0.9559 -8.2587
82 H -2.3116 -1.7158 -8.1528
83 H -1.9730 -0.3186 -6.0027
84 H -3.3604 0.6033 -6.5436
85 O -1.1695 -10.1593 0.7523
86 C -0.0795 -9.8542 0.1879
87 O 1.0372 -10.6453 0.2408
88 C 1.9955 -10.0148 -0.6282
89 C 1.4402 -8.6496 -0.8876
90 O 0.1069 -8.8115 -0.6220
91 H 2.9726 -9.9999 -0.1454
92 H 2.0176 -10.6015 -1.5466
93 H 1.5381 -8.2938 -1.9132
94 H 1.9300 -7.9565 -0.2036
95 O -4.5663 -2.7047 -0.9810
96 C -4.3432 -3.1740 0.1060
97 O -4.1085 -2.4376 1.2710
98 C -3.9605 -3.3790 2.3554
99 C -3.9977 -4.7272 1.7056
100 O -4.3616 -4.4836 0.3642
101 H -2.9999 -3.0541 2.7552
102 H -4.6033 -3.2566 3.2271
103 H -4.8255 -5.1767 2.2540
104 H -3.1283 -5.3810 1.7734
105 O 4.7638 6.8711 1.9642
106 C 3.9841 6.5060 1.0742
107 O 2.9295 7.1168 0.7924
108 C 2.4070 6.7385 -0.4526
109 C 3.0629 5.4033 -0.6755
110 O 3.9429 5.3327 0.4285
111 H 1.3189 6.7988 -0.4309
112 H 2.7550 7.4893 -1.1620
113 H 3.7123 5.4770 -1.5478
114 H 2.3442 4.5841 -0.6518

* ΔE to the lowest compared entry with this formula, charge and spin: 132.1 kcal/mol
* gap between HOMO and LUMO: 10.548 eV
* LUMO level: 0.026 eV
* SMILES string: COC(=O)OC.COC(=O)OC.O=C1OCCO1.O=C1OCCO1.O=C1OCCO1.O=C1OCCO1.O=C1OCCO1.O=C1OCCO1.O=C1OCCO1.O=C1OCCO1.O=C1OCCO1
* charge: 0
* HOMO: -10.523 eV
* total energy: -3769.0705 Ha